# CH5O2P

A 2-piece molecular cluster, CH5O2P overall in a non-equilibrium geometry (ωB97M-V/def2-TZVPD, the OMol25 dataset).

- energy (eV) = -14500.0912
- LUMO (eV) = 0.53
- largest force on an atom (eV/Å) = 3.60
- net charge = 0
- SMILES string = C=O.OP
- gap between HOMO and LUMO (eV) = 10.122
- HOMO level (eV) = -9.6

Geometry as XYZ:
```
9
Properties=species:S:1:pos:R:3:forces:R:3
C 1.996068 0.516845 0.322198 -1.4 -2.3 2.4
O 2.611466 1.237640 -0.372916 1.2 0.9 -1.3
O -0.916818 0.279536 -0.052677 2.0 2.0 -2.2
P -2.348936 -0.442454 -0.450578 0.2 0.0 -0.7
H 2.369351 -0.530601 0.713046 -0.2 1.5 -0.8
H 0.967602 0.771870 0.710130 0.9 -0.1 -0.2
H -2.481810 -0.942440 0.827915 -0.4 -0.3 0.7
H -0.424900 0.772199 -0.826346 -1.9 -1.4 2.1
H -1.772025 -1.662596 -0.870770 -0.3 -0.3 -0.2
```
Forces are in eV/Å.



# C4H5ClN2O

The molecule C4H5ClN2O in a non-equilibrium geometry (ωB97M-V/def2-TZVPD, the OMol25 dataset).

- energy (eV) = -21773.7534
- LUMO (alpha / beta) (eV) = -0.38 / -1.09
- largest force on an atom (eV/Å) = 4.92
- net charge = 0
- gap between HOMO and LUMO (alpha / beta) (eV) = 8.927 / 7.098
- HOMO level (alpha / beta) (eV) = -9.3 / -8.2

Geometry as XYZ:
```
13
Properties=species:S:1:pos:R:3:forces:R:3
C -1.799044 1.126531 2.281333 0.7 1.3 0.7
C -0.961881 2.120478 2.528684 -0.5 -0.2 -1.3
C -1.511093 -0.092496 1.596971 0.4 -1.2 0.2
C 0.868309 0.082216 -0.966072 2.7 3.9 -1.3
N -0.576807 -0.161035 0.585342 -2.0 0.4 1.7
N -0.235607 0.730985 -0.310751 0.7 0.1 0.5
O -1.953636 -1.137569 2.060243 0.2 0.2 -0.5
Cl -1.159204 3.605009 3.213193 0.1 0.2 0.5
H -2.595530 0.935477 2.948792 -1.3 0.4 0.6
H 1.877789 0.123479 -0.338416 -2.1 -0.4 -1.1
H 0.529974 -0.863683 -1.220684 0.1 -2.2 -0.6
H 1.062750 0.675763 -1.932739 -0.1 -1.0 1.4
H -0.215800 -1.073523 0.654861 1.0 -1.5 -0.8
```
Forces are in eV/Å.



# C19H28N4O7S

The molecule C19H28N4O7S in a non-equilibrium geometry (ωB97M-V/def2-TZVPD, the OMol25 dataset).

- energy (eV) = -51285.1565
- LUMO (eV) = 0.48
- largest force on an atom (eV/Å) = 1.06
- net charge = 0
- SMILES string = COc1ccc(S(=O)(=O)N2CCO[C@@H]2CNC(=O)C(=O)NCCN2CCOCC2)cc1
- gap between HOMO and LUMO (eV) = 8.997
- HOMO level (eV) = -8.5

Geometry as XYZ:
```
59
Properties=species:S:1:pos:R:3:forces:R:3
C -6.634273 -2.977310 1.123834 -0.1 0.0 0.2
H -6.925242 -2.004767 1.531492 0.0 0.0 0.0
H -7.525559 -3.519606 0.813285 0.1 0.0 0.1
H -6.108347 -3.554338 1.889968 0.0 0.0 0.0
O -5.853321 -2.834793 -0.042182 0.2 0.0 -0.2
C -4.671750 -2.184545 0.035294 0.2 0.1 -0.1
C -4.138901 -1.633936 1.200765 -0.2 -0.1 0.0
C -2.922676 -0.975301 1.156445 0.0 0.0 0.0
C -2.239143 -0.866877 -0.036776 0.7 0.4 0.0
C -2.745321 -1.426014 -1.198277 -0.1 -0.1 -0.1
C -3.955279 -2.083583 -1.163879 -0.1 0.0 0.1
H -4.375893 -2.531754 -2.049713 0.0 -0.1 -0.1
H -2.171454 -1.355881 -2.108587 0.0 0.0 -0.2
S -0.739014 0.093672 -0.106244 -0.1 0.3 0.0
O 0.027975 -0.295466 -1.252636 -0.4 -0.1 -0.3
O -0.105088 0.109295 1.177595 -0.3 0.0 0.3
N -1.229176 1.668573 -0.389053 0.4 -0.9 0.2
C -1.927064 1.932308 -1.630005 -0.2 0.2 -0.5
H -1.822421 1.073305 -2.288939 -0.1 0.1 -0.1
C -3.381167 2.200928 -1.182659 -0.1 0.0 -0.3
H -3.749419 3.160096 -1.560572 0.0 -0.1 0.0
O -3.348926 2.218383 0.238995 0.0 0.2 0.2
C -2.002121 2.311063 0.638732 0.1 0.3 0.7
H -1.870064 1.777705 1.585382 -0.1 0.1 -0.1
C -1.514827 3.776577 0.803095 -0.2 -0.3 -0.3
N -0.093081 3.769972 1.002587 0.1 -0.1 0.4
C 0.743550 3.570261 -0.038903 -0.1 0.3 0.1
O 0.502627 3.829072 -1.203455 0.0 0.0 0.0
C 2.055111 2.933105 0.421542 0.2 0.0 -0.2
O 2.384542 2.925179 1.593842 0.0 -0.1 0.1
N 2.723182 2.368702 -0.592858 -0.2 0.0 -0.3
H 2.256625 2.384524 -1.490601 0.0 0.1 0.1
C 3.759184 1.387810 -0.376711 0.1 -0.3 0.2
H 4.444367 1.389781 -1.226335 0.0 0.0 0.1
H 4.292736 1.684410 0.528047 0.1 0.0 -0.1
C 3.134348 -0.005627 -0.215339 0.1 0.2 -0.1
N 4.126521 -1.059492 -0.317737 -0.1 0.0 0.1
C 3.505221 -2.352474 -0.557950 0.3 -0.2 -0.1
C 4.599257 -3.401057 -0.755033 -0.4 0.0 -0.2
H 4.165587 -4.393451 -0.890565 0.0 0.1 -0.1
O 5.439969 -3.487610 0.371633 0.0 -0.1 0.1
C 6.024615 -2.235445 0.642099 0.0 0.3 0.2
C 4.967431 -1.153693 0.865384 0.3 -0.2 -0.1
H 5.465312 -0.197999 1.030824 0.0 0.0 0.1
H 4.371316 -1.404038 1.760407 0.0 0.0 0.0
H 6.635311 -2.370087 1.536642 0.0 0.1 -0.1
H 6.667935 -1.937448 -0.199985 0.0 0.0 0.1
H 5.194455 -3.135735 -1.642051 -0.1 0.0 0.0
H 2.890207 -2.287632 -1.457266 0.0 0.0 0.0
H 2.860430 -2.651998 0.286509 0.0 0.0 0.0
H 2.576545 -0.042897 0.734712 0.0 0.0 -0.1
H 2.407277 -0.150470 -1.018950 0.1 0.0 0.1
H 0.266733 3.424640 1.886273 0.1 0.1 -0.1
H -1.724537 4.333874 -0.112043 -0.1 0.0 0.1
H -2.022811 4.243802 1.646994 0.0 0.0 -0.1
H -4.068882 1.406021 -1.484088 0.1 0.1 0.0
H -1.473519 2.806886 -2.104626 -0.1 -0.2 0.0
H -2.489073 -0.557595 2.050653 0.0 0.0 0.2
H -4.660017 -1.711001 2.141004 -0.1 0.0 0.1
```
Forces are in eV/Å.



# C2H3NO3

A 2-piece molecular cluster, C2H3NO3 overall in a non-equilibrium geometry (ωB97M-V/def2-TZVPD, the OMol25 dataset).

- energy (eV) = -9748.4962
- LUMO (alpha / beta) (eV) = 0.59 / -1.98
- expectation value of S² = 2.006
- largest force on an atom (eV/Å) = 11.09
- spin multiplicity = 3
- net charge = 0
- gap between HOMO and LUMO (alpha / beta) (eV) = 6.039 / 8.055
- HOMO level (alpha / beta) (eV) = -5.5 / -10.0

Geometry as XYZ:
```
9
Properties=species:S:1:pos:R:3:forces:R:3
C 2.155066 -0.306653 0.138398 1.5 0.8 -0.6
C -0.681302 -0.653181 -0.248390 2.7 -6.2 1.8
N -1.325041 0.416847 -0.514283 -6.3 8.6 -3.1
O 2.964760 0.385427 -0.254739 2.2 2.0 -0.9
O 1.303058 -0.970685 0.443751 -1.1 -3.1 2.2
O -1.573054 1.178664 0.576235 1.4 0.7 0.5
H -0.674207 -1.008432 0.762216 -0.8 -1.0 -0.1
H -0.452418 -1.146457 -1.168028 0.7 -0.8 0.2
H -1.716860 2.104466 0.264841 -0.3 -1.0 0.0
```
Forces are in eV/Å.



# C7H12NO2PS

C7H12NO2PS as an isolated structure in a non-equilibrium geometry (ωB97M-V/def2-TZVPD, the OMol25 dataset).

- energy (eV) = -33158.1246
- LUMO (alpha / beta) (eV) = 0.60 / -2.76
- expectation value of S² = 2.029
- largest force on an atom (eV/Å) = 4.96
- spin multiplicity = 3
- net charge = 0
- gap between HOMO and LUMO (alpha / beta) (eV) = 6.517 / 6.441
- HOMO level (alpha / beta) (eV) = -5.9 / -9.2

Geometry as XYZ:
```
24
Properties=species:S:1:pos:R:3:forces:R:3
C 1.645914 1.715966 2.376511 -1.6 3.3 1.6
C 2.637675 1.530795 1.487874 3.7 -1.4 -2.9
C 0.251281 1.105869 2.255216 0.3 0.5 3.2
C -1.085840 2.060543 -0.778874 0.8 -0.4 2.8
C -0.418151 -2.134399 -1.663069 -1.9 -0.9 -2.1
C -1.288159 0.583650 -0.762434 1.8 -2.1 -1.4
C 0.070423 -2.110138 -0.252937 -1.2 2.7 0.1
N 0.255408 -0.091163 1.666993 -0.4 -1.5 -1.5
O -0.705186 1.508314 2.919134 0.9 0.7 -0.9
O 1.292146 0.459938 -0.661506 -2.0 -0.7 -1.1
P 0.080892 -0.314596 0.142959 -0.2 1.1 -0.7
S 2.835140 0.453949 0.099691 1.7 1.2 3.2
H 1.829795 2.718113 3.022193 -0.8 -2.7 -1.1
H 3.685467 1.978510 1.621479 -1.9 -0.2 -0.1
H -0.855689 2.495543 -1.671394 1.1 0.7 -2.6
H -1.955005 2.538167 -0.476866 -1.9 0.8 0.7
H -0.359908 2.386102 -0.009242 -0.1 -0.1 -0.5
H 0.024846 -1.526413 -2.474255 0.6 -0.2 0.9
H -0.482329 -3.155623 -2.055672 0.2 0.1 0.1
H -1.479484 -1.778612 -1.685196 0.7 -0.6 0.1
H -1.364133 0.078121 -1.767641 0.4 1.1 0.8
H -2.169099 0.255119 -0.323435 -1.9 -0.2 1.2
H 1.072276 -2.400314 -0.084132 0.9 -0.9 0.3
H -0.707679 -2.538745 0.393078 0.7 -0.2 0.1
```
Forces are in eV/Å.



# C17H35NO13

A 4-piece molecular cluster, C17H35NO13 overall in a non-equilibrium geometry (ωB97M-V/def2-TZVPD, the OMol25 dataset).

- energy (eV) = -46300.7815
- LUMO (eV) = 0.47
- largest force on an atom (eV/Å) = 4.80
- net charge = 0
- SMILES string = CC(=O)OCCOCCNCCO.COC(=O)OC.COC(=O)OC.COC(=O)OC
- gap between HOMO and LUMO (eV) = 9.434
- HOMO level (eV) = -9.0

Geometry as XYZ:
```
66
Properties=species:S:1:pos:R:3:forces:R:3
C 6.367027 -0.406832 -1.149051 -0.7 0.1 -0.6
C 5.655598 -0.649284 -2.579503 3.1 -1.0 -2.1
O 6.416974 -0.853012 -3.561980 -3.2 1.2 3.4
O 4.238468 -0.677577 -2.744353 2.2 1.3 0.4
C 3.865210 0.571659 -3.409782 -0.4 1.7 -0.3
C 3.071157 1.589744 -2.419816 0.7 -1.1 -0.7
O 1.722490 1.696713 -2.925802 0.3 0.0 1.7
C 0.735077 1.275020 -1.933265 0.3 0.1 -0.4
C -0.677435 1.874027 -2.396914 0.5 0.9 1.4
N -1.851811 1.006042 -2.135001 0.9 -0.3 -0.9
C -1.816270 -0.276842 -2.884861 0.3 -0.5 -0.6
C -1.398614 -1.564475 -2.028806 -0.1 -1.2 -1.1
O -1.962522 -1.625595 -0.697391 1.1 1.3 -0.5
H 5.955337 0.567020 -0.712498 0.5 -1.5 -0.3
H 7.492070 -0.295901 -1.311407 -1.7 -0.2 -0.1
H 6.214811 -1.303075 -0.455858 -0.1 1.4 -0.9
H 3.191888 0.384988 -4.324297 1.0 0.0 1.6
H 4.805361 1.112596 -3.769330 -1.2 -0.9 0.3
H 3.595946 2.600503 -2.435935 -0.8 -1.1 0.0
H 3.123144 1.160648 -1.356688 -0.2 0.6 -1.5
H 1.076450 1.671712 -0.920070 -0.7 -0.4 -1.1
H 0.784178 0.136720 -1.887147 -0.4 1.3 0.0
H -0.583756 2.230703 -3.478648 -0.3 -0.9 1.4
H -0.843304 2.832420 -1.773454 0.3 -1.4 -1.0
H -2.050596 0.886700 -1.136428 0.2 0.1 -0.7
H -1.035993 -0.184055 -3.730834 -1.1 -0.1 1.3
H -2.815825 -0.460246 -3.432195 1.4 0.2 1.1
H -0.262848 -1.750102 -1.979322 -1.6 0.6 -0.1
H -1.819330 -2.479192 -2.594413 0.6 1.4 1.0
H -1.468223 -0.935619 -0.189602 -0.7 -0.9 -0.4
C 5.820977 -3.621126 -3.564732 0.1 0.1 -0.4
O 5.408704 -4.469523 -2.490319 0.2 -0.4 0.3
C 6.330488 -5.368746 -2.113132 -0.2 0.1 -0.1
O 7.428200 -5.503681 -2.594200 -0.4 0.0 0.2
O 5.816619 -6.093490 -1.104500 0.0 0.2 -0.2
C 6.695159 -7.096886 -0.599426 0.2 -0.3 0.2
H 5.001343 -2.938200 -3.784189 0.0 -0.3 0.2
H 6.691897 -3.033470 -3.277656 0.0 -0.3 -0.1
H 6.029948 -4.209073 -4.461454 0.1 0.0 0.2
H 7.603237 -6.645655 -0.193745 0.0 -0.1 -0.2
H 6.939210 -7.822891 -1.377879 0.1 0.2 0.0
H 6.177837 -7.616699 0.207559 -0.2 0.2 -0.1
C -2.529542 5.912124 2.739381 0.0 0.4 0.2
O -2.451420 4.783781 1.869692 -0.2 -0.4 0.0
C -3.367831 3.834354 2.116284 0.2 0.0 -0.2
O -4.210006 3.868884 2.979562 0.4 0.1 -0.3
O -3.183943 2.839488 1.235089 0.1 0.4 0.2
C -4.096907 1.750925 1.380873 -0.3 -0.4 0.0
H -1.745089 6.611274 2.448608 0.0 -0.3 -0.2
H -3.494589 6.412615 2.635617 0.0 -0.2 0.1
H -2.359102 5.612691 3.775665 -0.2 0.0 -0.1
H -5.124361 2.085465 1.222766 0.1 0.0 0.1
H -3.988690 1.285622 2.363179 -0.1 0.1 0.0
H -3.855965 1.008206 0.619384 0.1 0.2 0.0
C -5.901485 2.814821 5.171603 0.3 0.2 -0.2
O -7.090535 2.190861 5.659134 -0.2 -0.5 0.1
C -7.104451 0.856198 5.526391 -0.1 0.3 0.1
O -6.225653 0.181752 5.047503 -0.3 0.2 0.1
O -8.268222 0.400873 6.019653 0.3 0.2 -0.1
C -8.421362 -1.014959 5.943057 -0.1 -0.4 0.0
H -5.999041 3.889149 5.328681 -0.2 -0.2 0.1
H -5.027671 2.463005 5.724616 -0.1 -0.1 -0.2
H -5.781116 2.632846 4.103876 0.0 -0.1 0.2
H -7.647174 -1.518604 6.525885 0.0 0.1 -0.2
H -8.401125 -1.349227 4.903551 0.2 0.0 0.1
H -9.392996 -1.268113 6.368274 0.1 0.3 0.0
```
Forces are in eV/Å.